Version 1
Below is one molecule with the formula C16H16N4O2, with properties calculated with ωB97M-V with the def2-TZVPD basis set.

Computed properties:
LUMO energy, eV: -1.026
Net charge: 0
SMILES string: O=Nc1ccc(N2CCN(c3ccc(N=O)cc3)CC2)cc1
M, g mol⁻¹: 296.3
HOMO, eV: -8.18

Structure (XYZ):
```
38
C16H16N4O2, DFT ωB97M-V with the def2-TZVPD basis set
N 0.2402 -1.1926 0.0705
H -0.7602 -5.6258 -0.6724
C 0.5132 -2.5475 0.1479
C -0.7803 2.5870 -0.2632
H -0.1385 -1.0489 2.0149
N -1.1840 1.2397 -0.2652
H 2.0349 -2.4533 1.8141
H -1.2510 1.1685 1.9226
N 0.7487 6.5606 -0.3104
C 0.1083 5.3323 -0.2731
C -0.6894 4.8155 -1.3306
H -2.0400 -0.1988 -1.5085
N 1.0342 -6.7589 0.4905
C 0.1890 -0.4405 -1.2029
C -0.0883 -4.9057 -0.2882
H 0.9974 0.2872 -1.0163
C -0.2992 -3.5277 -0.4113
C -0.0475 3.1042 0.8006
C 1.4589 -3.0750 1.0900
H -2.0289 3.1700 -1.8193
C 0.9191 -5.4218 0.4976
C -1.2858 0.5878 1.0660
H 0.7113 4.8397 1.7664
H 0.5193 -1.2374 -1.9253
H -2.1448 0.0335 1.2629
C -0.0212 -0.3047 1.2351
C -1.0998 0.3954 -1.4434
C -1.2339 3.5147 -1.2148
O 2.1731 -6.9821 0.0008
H -0.9258 5.3833 -2.1980
H 2.5432 -4.9273 1.7249
H -0.9178 0.9383 -2.3318
C 1.7428 -4.4784 1.1691
H -1.1496 -3.2883 -1.0400
C 0.3361 4.4408 0.7915
O 0.6560 7.3180 -1.3756
H 0.8675 0.3551 1.4570
H 0.2930 2.3435 1.5681
```

Results of the Löwdin charge analysis, in e, for atoms 1 through 2:
1. N -0.1251
2. H 0.1026

Version 2
Below is one molecule with the formula C16H16N4O2, with properties calculated with ωB97M-V with the def2-TZVPD basis set.

Computed properties:
LUMO energy, eV: -0.446
Net charge: 0
SMILES string: Cc1cc(/N=N/c2ccc3c(c2)CCC(=O)N3)c(N)cc1O
M, g mol⁻¹: 296.3
HOMO, eV: -7.60

Structure (XYZ):
```
38
C16H16N4O2, DFT ωB97M-V with the def2-TZVPD basis set
C 0.1524 -0.7635 -1.0097
H 1.1488 1.0145 3.1585
C -2.3011 -2.9695 -2.9549
C 0.3348 4.4686 1.4927
N 0.2580 0.5374 -0.4306
N -0.1184 -4.7383 -2.4716
O 1.1911 5.6179 3.5514
C 1.2591 3.2419 3.3176
H -0.1034 2.5364 -1.0765
H 1.9715 5.4810 4.1045
C 1.0931 -2.9065 -1.4271
O -1.2175 -6.2498 -3.5295
C -1.2941 -5.1889 -2.9035
H -3.1580 -2.4322 -2.6100
H -0.3245 4.2641 -1.0707
N -0.1302 3.3877 -0.5773
H 2.0759 2.2716 5.0528
H -1.7255 -0.3760 -1.9848
H 1.8772 -3.4791 -1.0704
H 0.0991 5.4313 0.9720
H 2.1905 3.9163 5.1417
H 2.0359 -1.5214 -0.1268
C 1.1921 -1.6907 -0.8141
C -1.0523 -2.4576 -2.3289
C -0.0378 -3.3910 -2.1086
H -3.0773 -4.7170 -1.7511
C -2.6357 -4.4554 -2.7147
C 0.3307 3.2695 0.7031
H 0.5985 3.1920 5.4804
C 0.8531 2.0514 1.3128
C 1.0943 2.0061 2.6313
C 1.4997 3.1522 4.8408
C 0.9239 4.4937 2.7551
N 0.9186 0.8276 0.6703
H 0.6555 -5.0843 -3.0158
C -0.9848 -1.1389 -1.6965
H -2.2986 -2.8639 -4.0435
H -3.2944 -4.7371 -3.4688
```

Results of the Löwdin charge analysis, in e, for atoms 1 through 2:
1. C -0.2709
2. H 0.1439

version 2 is the most stable structure; the next one sits 532.9 kJ/mol above it.